Molecular formula: C23H20Cl39O3P
Method: DFT, ωB97M-V/def2-TZVPD

* highest occupied orbital energy: -9.49 eV
* E_tot: -19402.44697 a.u.

CARTESIAN COORDINATES (ANGSTROEM)
O 0.7818 -2.6628 -1.9534
P -0.4114 -2.3146 -2.9807
C -1.1475 -0.6184 -2.5031
C -0.0680 0.6535 -2.3815
C -0.5464 2.1757 -1.9589
C -2.1557 2.3720 -1.6327
C -3.2336 1.1077 -1.7689
C -2.7499 -0.4118 -2.2250
C -3.9001 -1.5724 -2.3588
O -3.8254 -2.6941 -3.0794
C -5.3303 -1.2969 -1.5497
C -5.7901 0.0607 -1.1239
C -4.8428 1.3959 -1.4161
O -5.3964 2.6103 -1.3691
H -1.3259 -3.4250 -2.9034
H 0.1571 -2.2456 -4.3231
H 1.0833 0.4972 -2.6160
H 0.2044 3.0712 -1.8964
H -2.4934 3.4667 -1.3009
H -6.0469 -2.2237 -1.3381
H -6.8381 0.1349 -0.5844
C -0.1006 -3.1214 1.4732
Cl -1.5674 -2.2299 1.0339
Cl 1.1741 -2.0051 1.9916
Cl -0.4487 -4.3030 2.7469
H 0.2521 -3.6607 0.5904
C 1.6762 6.1673 -0.9940
Cl 3.2739 5.6332 -0.4450
Cl 0.6936 4.7796 -1.4926
Cl 0.8553 7.0852 0.2800
H 1.8104 6.8225 -1.8585
C 3.0948 1.2295 3.1476
Cl 3.6112 -0.3674 3.7156
Cl 4.4972 2.2805 2.8867
Cl 2.1420 1.0829 1.6610
H 2.4642 1.6815 3.9176
C 3.0660 -4.6955 0.0124
Cl 3.1156 -5.3277 1.6669
Cl 4.4748 -3.6684 -0.3036
Cl 2.9884 -6.0229 -1.1587
H 2.1647 -4.0869 -0.0967
C 3.6638 -0.1862 8.0837
Cl 5.0368 0.0833 9.1707
Cl 3.6255 1.0473 6.8122
Cl 3.7406 -1.8082 7.3748
H 2.7426 -0.1084 8.6667
C 0.3948 2.9971 9.1927
Cl 0.9112 1.4003 9.7607
Cl 1.7972 4.0482 8.9317
Cl -0.5580 2.8505 7.7060
H -0.2358 3.4491 9.9626
C -6.6566 -3.7151 -4.3879
Cl -8.2430 -3.8471 -3.6099
Cl -6.5406 -4.8328 -5.7579
Cl -6.3594 -2.0502 -4.9164
H -5.8909 -3.9861 -3.6566
C 1.1487 -2.3994 -7.3770
Cl -0.3755 -1.9427 -6.5974
Cl 2.4953 -1.4632 -6.7066
Cl 1.4458 -4.1364 -7.1926
H 1.0706 -2.1748 -8.4438
C 1.7491 4.3848 5.2404
Cl 3.4639 4.6242 4.8642
Cl 0.9888 5.9227 5.6834
Cl 0.9077 3.6477 3.8663
H 1.6754 3.7058 6.0938
C -2.8411 8.8699 -0.5610
Cl -1.4681 9.1393 0.5260
Cl -2.8794 10.1033 -1.8325
Cl -2.7643 7.2478 -1.2699
H -3.7623 8.9476 0.0220
C -2.3916 -7.0537 1.3472
Cl -2.7542 -6.3623 -0.2433
Cl -3.8829 -7.5549 2.1624
Cl -1.2776 -8.4227 1.1912
H -1.9088 -6.2843 1.9551
C 3.4611 7.8542 -4.8317
Cl 3.5107 7.2220 -3.1773
Cl 4.8698 8.8813 -5.1478
Cl 3.3835 6.5268 -6.0029
H 2.5598 8.4628 -4.9409
C 4.1770 -9.8009 -1.5158
Cl 3.8025 -8.9957 -3.0490
Cl 5.6342 -9.1044 -0.7870
Cl 2.8058 -9.6828 -0.3999
H 4.3654 -10.8582 -1.7192

Atoms 1-6, force components in eV/Å:
-3.465 1.141 -2.802
4.422 -0.698 3.772
-1.858 3.582 0.499
-3.327 1.188 0.684
-3.712 -4.667 -0.461
1.518 -2.981 -1.098